No. 1
The following is a DFT calculation (the ωB97M-V functional and the def2-TZVPD basis) of BH20O8 as an isolated structure in a non-equilibrium geometry.

Values from the calculation:
Relative energy (zero: lowest compared OMol25 entry of this formula, charge and spin) (kJ/mol): 1956.9
Calculated total energy (Ha): -638.05175
Total charge: -1
E_HOMO (eV): -5.35
Max |F| (Eh/bohr): 0.3510

Geometry (Å):
O: -1.774773 0.863669 0.619885
O: -1.307724 -3.080776 0.259688
O: -0.610945 -1.887769 -1.013050
O: -0.406192 -1.232457 2.171058
O: 2.568024 1.047745 -1.656586
O: -0.254839 1.048644 -2.027810
O: 0.960312 2.295474 -0.261715
O: 0.696122 0.745568 2.334279
B: 0.356273 -0.050742 0.119890
H: 0.441017 0.351066 1.500294
H: 2.066279 0.249305 -1.492285
H: -0.043923 0.871268 0.512300
H: -1.361403 -1.225551 2.109754
H: 0.153763 -1.989130 -1.579776
H: 0.758784 0.219452 -0.844064
H: -0.896363 0.490848 0.544697
H: 0.582620 1.686390 2.199383
H: 0.773447 1.525283 0.275071
H: -0.453484 -0.759457 0.040773
H: -0.393119 -1.147929 -0.446111
H: 1.078777 -0.516583 0.771993
H: -0.834322 -2.424841 -0.252053
H: -1.158090 0.854723 -1.777286
H: -1.627118 1.782732 0.842948
H: -2.163161 -3.144921 -0.164996
H: 1.932472 1.756041 -1.553505
H: 0.747913 2.023094 -1.154423
H: 0.278304 0.566192 -1.395949
H: -0.108651 -0.917337 1.317600

Atoms 1-6, force components in eV/Å:
-5.3 1.2 0.3
-5.6 -7.9 8.1
3.3 3.2 -17.5
-1.0 -1.8 1.6
1.7 -0.6 -1.4
-2.5 2.0 -4.6

=====

No. 2
The following is a DFT calculation (the ωB97M-V functional and the def2-TZVPD basis) of a 9-piece molecular cluster, BH20O8 overall in a non-equilibrium geometry.

Values from the calculation:
Relative energy (zero: lowest compared OMol25 entry of this formula, charge and spin) (kJ/mol): 21.1
Calculated total energy (Ha): -638.78905
Total charge: -1
E_HOMO (eV): -6.76
Max |F| (Eh/bohr): 0.0724

Geometry (Å):
O: -1.984414 -2.084207 -2.058862
O: 3.158586 0.306793 1.015138
O: 2.923586 -1.889207 -1.310862
O: -1.484414 1.319793 1.730138
O: -3.259414 1.394793 -0.581862
O: -0.717414 -1.975207 2.505138
O: -0.108414 3.907793 1.172138
O: 0.302586 -2.995207 -0.096862
B: 0.528586 0.646793 -1.090862
H: -1.403414 -2.263207 -1.364862
H: -0.153414 0.295793 -2.013862
H: -0.083414 3.378793 0.356138
H: 0.655586 -2.115207 -0.202862
H: 0.368586 -0.117207 -0.199862
H: -0.164414 -1.627207 3.132138
H: 2.588586 0.471793 0.271138
H: 0.221586 1.766793 -0.713862
H: -2.459414 1.220793 -0.065862
H: 2.955586 -0.592207 1.297138
H: -2.964414 1.308793 -1.505862
H: -0.697414 1.331793 1.189138
H: -1.012414 4.187793 1.262138
H: 1.695586 0.739793 -1.474862
H: 2.819586 -2.457207 -2.059862
H: -1.604414 2.235793 2.008138
H: -0.228414 -2.942207 0.668138
H: 2.729586 -1.015207 -1.709862
H: -1.544414 -1.266207 -2.309862
H: -1.078414 -1.174207 2.154138

Atoms 1-6, force components in eV/Å:
-1.1 0.9 -1.7
0.7 -0.1 0.9
0.1 1.2 0.0
-0.7 -0.2 0.4
0.2 0.1 -0.7
-1.8 -1.6 -1.9

=====

No. 3
The following is a DFT calculation (the ωB97M-V functional and the def2-TZVPD basis) of a 10-piece molecular cluster, BH22O9 overall in a non-equilibrium geometry.

Values from the calculation:
Relative energy (zero: lowest compared OMol25 entry of this formula, charge and spin) (kJ/mol): 259.1
Calculated total energy (Ha): -715.14339
Total charge: -1
E_HOMO (eV): -6.52
Max |F| (Eh/bohr): 0.1370

Geometry (Å):
O: 6.011000 2.627000 44.855000
O: 2.383000 -1.475000 40.579000
O: 5.379000 -2.388000 43.691000
O: 0.260000 -0.831000 40.768000
O: 2.299000 -0.061000 46.131000
O: 6.625000 -2.218000 41.119000
O: 0.302000 -1.358000 43.595000
O: 1.777000 2.874000 44.965000
O: 6.560000 1.160000 41.250000
B: 3.274000 0.409000 42.920000
H: 0.472000 0.071000 40.620000
H: 1.497000 -1.554000 40.646000
H: 4.514000 -1.974000 43.554000
H: 0.763000 -0.539000 43.497000
H: 2.045000 0.317000 46.940000
H: 5.896000 -1.963000 41.773000
H: 3.715000 0.872000 41.896000
H: -0.580000 -0.790000 41.331000
H: 2.146000 2.451000 44.228000
H: 2.085000 0.422000 42.812000
H: 6.041000 -1.660000 43.983000
H: 3.731000 1.139000 43.641000
H: 6.558000 -3.161000 40.997000
H: 5.619000 1.171000 41.476000
H: 6.624000 0.290000 40.749000
H: 5.660000 2.954000 45.749000
H: -0.590000 -1.083000 43.329000
H: 1.401000 3.646000 44.818000
H: 3.664000 -0.820000 43.122000
H: 2.684000 -0.847000 41.287000
H: 5.405000 1.986000 44.571000
H: 2.218000 0.650000 45.480000

Atoms 1-6, force components in eV/Å:
0.9 2.4 2.8
7.0 0.4 -0.2
2.2 1.1 0.7
-5.5 0.1 1.4
0.5 -0.7 -1.6
-1.0 1.3 0.8

=====

No. 4
The following is a DFT calculation (the ωB97M-V functional and the def2-TZVPD basis) of a 13-piece molecular cluster, BH28O12 overall in a non-equilibrium geometry.

Values from the calculation:
Relative energy (zero: lowest compared OMol25 entry of this formula, charge and spin) (kJ/mol): 125.5
Calculated total energy (Ha): -944.52504
Total charge: -1
E_HOMO (eV): -6.83
Max |F| (Eh/bohr): 0.0504

Geometry (Å):
O: 0.432506 -0.582240 3.197928
O: -3.037883 -0.151318 0.858039
O: -2.266768 -1.560296 2.927981
O: 2.725300 -0.177622 -2.543337
O: 3.971394 -0.551086 2.234031
O: 0.417321 3.345639 -0.640128
O: 0.779109 -2.709272 -2.403362
O: -2.210580 1.975614 -1.339131
O: 0.511449 2.518640 -3.293088
O: -1.696836 -3.676975 0.889156
O: -3.067848 -0.728410 -1.982917
O: 2.607840 2.126534 1.075432
B: 0.292394 -0.214908 -0.012553
H: -0.951568 -3.987434 0.362453
H: 2.103757 -0.424822 -1.889528
H: 1.454167 2.692308 -3.145548
H: 0.193585 0.113542 -1.139287
H: 2.471197 3.007711 1.436316
H: 0.198077 -0.268427 2.307921
H: -2.466566 -0.946096 2.200989
H: -1.429475 -3.098869 1.588651
H: 0.134951 2.620058 -2.419120
H: -2.527912 -0.683721 0.290174
H: 1.538346 -2.901521 -1.840393
H: -1.607995 1.252718 -1.194755
H: 1.497077 -0.557962 0.211656
H: -0.012812 0.667928 0.770971
H: 4.401255 -0.302577 3.069127
H: -2.654075 -0.684805 -2.842461
H: 1.897961 1.584925 1.382240
H: 2.217189 0.049254 -3.281094
H: 3.381192 0.200196 2.163622
H: -3.934046 -0.418981 0.581624
H: -2.759810 -1.280036 3.679723
H: 0.447058 2.543036 -0.161837
H: 0.310123 -1.945857 -2.006506
H: -2.705634 -1.530640 -1.584058
H: -2.523381 2.090946 -0.453030
H: 1.317514 3.653222 -0.860402
H: -0.454519 -1.145072 0.202522
H: 1.006949 0.086675 3.601978

Atoms 1-6, force components in eV/Å:
0.3 0.3 0.5
-2.1 0.9 0.6
0.6 -0.9 -0.5
2.5 -0.1 0.4
0.5 0.3 1.0
0.1 2.4 -1.1

=====

No. 5
The following is a DFT calculation (the ωB97M-V functional and the def2-TZVPD basis) of a single BH3OS molecule in a non-equilibrium geometry.

Values from the calculation:
Relative energy (zero: lowest compared OMol25 entry of this formula, charge and spin) (kJ/mol): 16.5
Calculated total energy (Ha): -500.11942
SMILES: OBS
E_HOMO (eV): -9.93
Max |F| (Eh/bohr): 0.0796

Geometry (Å):
S: -1.525622 -0.525067 -1.001855
O: -0.649875 0.919986 1.251111
B: -0.278449 0.197709 0.095800
H: 0.764944 -0.175471 -0.145585
H: -0.070574 0.818214 1.955416
H: -0.770494 -1.508061 -1.317140

Force components x, y, z for each atom (eV/Å):
-1.6 1.7 0.6
-1.5 -0.7 -3.8
-1.8 0.4 2.0
1.7 -0.2 0.1
1.9 0.0 1.8
1.2 -1.2 -0.7

=====

Computed orbital gap (eV) in order:
8.5; 9.7; 9.1; 9.5; 10.4